This record from the OMol25 dataset describes a structure of composition C39H39N6OP2RuS. The level of theory is the ωB97M-V functional and the def2-TZVPD basis.

Its gap between HOMO and LUMO (alpha / beta) is 6.2 / 6.2 eV. As for the molecular weight: 802.87 g/mol. The calculation puts the max |F| at 0.8 eV/Å. The calculation puts the energy relative to the best compared isomer or geometry (same formula, charge and spin) at 123.3 kJ/mol.

ORCA input file:
```
! wB97M-V def2-TZVPD RIJCOSX def2/J DEFGRID3
* xyz 2 6
Ru -0.347 -0.383 -0.079
C 0.406 -1.357 4.056
C -0.159 -0.952 2.740
N 0.554 -0.504 1.764
N 1.887 -0.304 2.002
C 2.462 0.388 1.060
N 3.757 0.703 1.213
S 1.668 0.952 -0.422
C -1.612 -0.927 2.492
C -2.533 -1.191 3.486
C -3.884 -1.001 3.232
C -4.274 -0.523 1.996
C -3.301 -0.295 1.042
N -2.005 -0.519 1.263
H 1.465 -1.557 3.957
H -0.101 -2.250 4.427
H 0.277 -0.564 4.798
H 4.228 0.473 2.072
H 4.225 1.273 0.534
H -2.193 -1.517 4.459
H -4.619 -1.201 4.002
H -5.313 -0.324 1.766
H -3.555 0.103 0.075
O -1.300 -2.952 -0.177
C -0.316 -3.884 0.294
C 0.924 -3.636 -0.483
C 1.709 -4.706 -0.979
C 2.735 -4.463 -1.822
C 2.993 -3.062 -2.289
C 2.371 -2.084 -1.344
N 1.327 -2.327 -0.610
H -2.163 -3.201 0.169
H -0.646 -4.910 0.149
H -0.139 -3.727 1.363
H 1.468 -5.720 -0.676
H 3.338 -5.273 -2.218
H 4.064 -2.865 -2.374
H 2.769 -1.081 -1.317
C -1.830 1.381 -4.230
N -1.563 1.037 -2.820
P -0.667 2.005 -1.761
C -0.257 3.563 -2.562
C -1.201 4.582 -2.725
C -0.824 5.763 -3.341
C 0.488 5.940 -3.776
C 1.428 4.935 -3.601
C 1.058 3.744 -2.992
C -1.791 2.391 -0.394
C -3.169 2.462 -0.617
C -4.017 2.839 0.410
C -3.503 3.126 1.672
C -2.136 3.054 1.901
C -1.275 2.694 0.871
P -1.370 -0.594 -2.281
C -2.842 -1.459 -2.895
C -2.969 -1.687 -4.268
C -4.122 -2.266 -4.778
C -5.155 -2.634 -3.925
C -5.028 -2.437 -2.558
C -3.876 -1.855 -2.048
C -0.063 -1.331 -3.282
C 1.117 -0.616 -3.646
C 2.257 -1.279 -3.953
C 2.367 -2.770 -3.761
C 1.025 -3.426 -3.833
C -0.094 -2.746 -3.502
H -1.960 2.452 -4.333
H -2.751 0.897 -4.544
H -1.021 1.059 -4.889
H -2.218 4.461 -2.373
H -1.554 6.554 -3.477
H 0.776 6.872 -4.246
H 2.450 5.081 -3.931
H 1.792 2.959 -2.842
H -3.573 2.212 -1.594
H -5.083 2.912 0.228
H -4.171 3.417 2.473
H -1.735 3.292 2.880
H -0.208 2.676 1.039
H -2.163 -1.424 -4.942
H -4.210 -2.433 -5.844
H -6.053 -3.089 -4.327
H -5.823 -2.744 -1.889
H -3.778 -1.744 -0.982
H 1.105 0.469 -3.675
H 3.149 -0.729 -4.242
H 3.064 -3.206 -4.479
H 0.980 -4.488 -4.042
H -1.037 -3.276 -3.415
*
```

Löwdin atomic charge list, values in e, 5 entries:
1 Ru 0.924
2 C -0.005
3 C -0.258
4 N -0.124
5 N 0.026

=====

This record from the OMol25 dataset describes a structure of composition C26H29BF6N7O3SSbZr in a non-equilibrium geometry. The level of theory is the ωB97M-V functional and the def2-TZVPD basis.

Its gap between HOMO and LUMO (alpha / beta) is 6.8 / 2.7 eV. As for the molecular weight: 857.42 g/mol. The calculation puts the max |F| at 3.1 eV/Å. The calculation puts the energy relative to the best compared isomer or geometry (same formula, charge and spin) at 210.8 kJ/mol.

ORCA input file:
```
! wB97M-V def2-TZVPD RIJCOSX def2/J DEFGRID3
* xyz 3 2
Zr 0.124 1.567 0.452
C 1.274 2.754 -3.639
C 1.062 1.796 -2.653
N 0.632 2.374 -1.522
N 0.564 3.706 -1.775
C 0.940 3.953 -3.031
B -0.040 4.698 -0.765
N 0.750 4.593 0.551
C 1.105 5.592 1.359
C 1.884 5.076 2.385
C 1.952 3.704 2.111
N 1.255 3.413 1.011
N -1.447 4.159 -0.479
C -2.650 4.611 -0.825
C -3.601 3.707 -0.366
C -2.858 2.709 0.274
N -1.559 2.990 0.196
H 1.613 2.604 -4.642
H 1.201 0.732 -2.719
H 0.954 4.946 -3.433
H -0.050 5.799 -1.172
H 0.801 6.603 1.175
H 2.325 5.604 3.204
H 2.511 2.966 2.662
H -2.788 5.527 -1.366
H -4.661 3.766 -0.493
H -3.211 1.825 0.778
F -1.229 0.406 -0.209
Sb 0.328 0.347 3.473
F -1.142 -0.120 4.613
F 0.985 1.811 4.465
F 1.598 -0.981 3.883
F 1.641 0.851 1.974
F -0.697 1.864 2.433
O 1.376 0.005 -0.321
S 1.861 -1.402 -0.048
C 3.247 -1.595 -1.213
C 3.906 -0.429 -1.579
C 4.919 -0.491 -2.521
C 5.288 -1.724 -3.050
C 4.626 -2.885 -2.667
C 3.623 -2.836 -1.712
C 0.651 -2.476 -0.857
C 0.671 -3.838 -0.585
C -0.166 -4.679 -1.303
C -1.041 -4.150 -2.244
C -1.075 -2.782 -2.477
C -0.228 -1.933 -1.781
H 3.603 0.514 -1.142
H 5.435 0.410 -2.815
H 6.119 -1.782 -3.740
H 4.892 -3.837 -3.102
H 3.130 -3.743 -1.402
H 1.334 -4.243 0.165
H -0.135 -5.745 -1.130
H -1.702 -4.807 -2.789
H -1.752 -2.371 -3.209
H -0.246 -0.866 -1.959
O -0.270 -2.735 2.774
C -1.034 -1.862 2.488
O -0.628 -0.650 2.053
C -2.542 -2.021 2.580
N -2.833 -3.345 3.208
C -3.299 -4.250 2.117
C -4.042 -3.310 1.180
C -3.153 -2.065 1.160
H -2.954 -1.206 3.186
H -3.555 -3.262 3.932
H -1.970 -3.704 3.649
H -3.927 -5.048 2.509
H -2.423 -4.683 1.631
H -5.030 -3.063 1.570
H -4.171 -3.737 0.188
H -3.709 -1.160 0.929
H -2.364 -2.167 0.413
*
```

Löwdin atomic charge list, values in e, 5 entries:
1 Zr 1.880
2 C 0.038
3 C -0.067
4 N -0.090
5 N -0.006

=====

This record from the OMol25 dataset describes an isolated molecule of C4H10S in a non-equilibrium geometry. The level of theory is the ωB97M-V functional and the def2-TZVPD basis.

Its gap between HOMO and LUMO is 9.3 eV. As for the molecular weight: 90.19 g/mol. The calculation puts the max |F| at 2.7 eV/Å. The calculation puts the energy relative to the best compared isomer or geometry (same formula, charge and spin) at 105.6 kJ/mol. The SMILES is CCCSC.

ORCA input file:
```
! wB97M-V def2-TZVPD RIJCOSX def2/J DEFGRID3
* xyz 0 1
C 2.235 -0.177 0.620
C 1.163 -0.248 -0.458
C -0.142 0.418 -0.040
S -1.267 -0.839 0.692
C -2.665 0.004 -0.151
H 2.064 -0.809 1.508
H 2.357 0.904 0.792
H 3.144 -0.632 0.246
H 1.620 0.303 -1.371
H 0.989 -1.282 -0.855
H -0.096 1.108 0.866
H -0.507 1.028 -0.835
H -2.399 0.850 -0.779
H -3.485 0.228 0.505
H -3.012 -0.857 -0.740
*
```

natural (NBO) atomic charge list, values in e, 5 entries:
1 C -0.612
2 C -0.418
3 C -0.513
4 S 0.150
5 C -0.726

=====

This record from the OMol25 dataset describes a cluster of 4 separate species, C43H79BFN2O9 in total in a non-equilibrium geometry. The level of theory is the ωB97M-V functional and the def2-TZVPD basis.

Its gap between HOMO and LUMO is 6.3 eV. As for the molecular weight: 797.92 g/mol. The calculation puts the max |F| at 5.5 eV/Å.

ORCA input file:
```
! wB97M-V def2-TZVPD RIJCOSX def2/J DEFGRID3
* xyz 1 1
C 2.089 -1.186 3.257
C 1.478 -0.924 2.224
C 0.756 -0.256 0.980
C 1.882 0.442 0.111
C 2.361 -0.745 -0.867
F 3.182 -1.764 -0.352
C 2.970 0.186 -2.060
C 4.324 -0.398 -2.712
C 4.230 -1.602 -3.384
N 2.959 1.643 -1.654
C 4.201 2.281 -1.168
C 5.052 1.320 -0.067
C 5.395 2.098 1.379
O 6.435 1.740 0.195
B 2.923 2.460 -2.985
O 2.913 1.915 -4.273
O 2.832 3.891 -2.896
C 1.654 1.700 -0.833
C 0.385 1.769 -1.805
C -1.011 1.318 -1.202
C -2.078 1.196 -2.132
C 1.618 2.951 0.146
C 0.455 3.084 1.193
C 1.050 2.853 2.688
C 0.029 2.149 3.682
C -1.469 2.686 3.616
C -2.477 1.651 2.903
C -2.422 0.182 3.553
C -3.722 -0.730 3.285
C -3.388 -2.030 2.413
C -2.642 -3.173 3.239
C -1.049 -3.138 3.123
C -0.390 -4.614 3.080
N 0.945 -4.515 3.719
C 1.194 -4.475 5.117
C 2.655 -4.344 5.430
C 3.347 -4.313 4.066
C 2.220 -4.443 3.082
H 2.514 -1.554 4.224
H 0.207 -1.112 0.459
H -0.043 0.408 1.415
H 2.605 0.772 0.933
H 1.419 -1.194 -1.317
H 2.251 -0.113 -2.889
H 5.300 0.176 -2.637
H 3.420 -2.318 -3.029
H 4.931 -1.872 -4.231
H 4.968 2.291 -2.020
H 4.155 3.313 -0.747
H 4.785 0.173 -0.011
H 4.938 1.149 1.895
H 6.320 2.030 2.018
H 2.056 1.495 -4.497
H 3.717 4.299 -2.974
H 0.201 2.853 -2.138
H 0.471 1.070 -2.704
H -1.267 1.035 -0.151
H -2.436 2.039 -2.788
H -2.547 0.158 -2.168
H 1.593 3.876 -0.530
H 2.574 3.092 0.763
H -0.453 2.443 1.116
H 0.104 4.171 1.197
H 1.921 2.118 2.558
H 1.517 3.807 3.079
H 0.139 1.030 3.558
H 0.405 2.377 4.738
H -1.865 2.871 4.670
H -1.468 3.653 3.030
H -3.493 2.147 2.938
H -2.234 1.510 1.794
H -2.131 0.226 4.650
H -1.553 -0.355 3.034
H -4.127 -1.081 4.287
H -4.548 -0.095 2.822
H -4.395 -2.408 2.031
H -2.783 -1.725 1.501
H -3.030 -3.120 4.300
H -2.990 -4.170 2.802
H -0.662 -2.549 4.018
H -0.800 -2.544 2.183
H -1.097 -5.307 3.626
H -0.254 -4.857 1.987
H 0.380 -4.543 5.891
H 3.156 -4.297 6.433
H 4.454 -4.223 3.865
H 2.443 -4.461 1.980
C -5.707 0.546 -2.869
O -4.915 -0.634 -2.854
C -5.652 -1.773 -2.410
C -6.062 -2.656 -3.582
O -7.017 -2.002 -4.411
C -6.439 -1.485 -5.601
H -5.153 1.322 -3.400
H -6.659 0.387 -3.381
H -5.890 0.884 -1.845
H -6.525 -1.470 -1.824
H -4.988 -2.347 -1.756
H -6.544 -3.556 -3.189
H -5.188 -2.967 -4.163
H -6.204 -2.305 -6.287
H -5.534 -0.907 -5.394
H -7.169 -0.829 -6.076
C -7.832 4.235 6.187
O -8.268 3.574 5.008
C -7.338 3.701 3.937
C -6.525 2.425 3.759
O -5.657 2.205 4.868
C -6.156 1.214 5.753
H -8.481 3.930 7.008
H -6.802 3.971 6.441
H -7.913 5.319 6.058
H -6.683 4.564 4.088
H -7.921 3.874 3.028
H -5.890 2.536 2.874
H -7.181 1.563 3.597
H -6.048 0.224 5.298
H -7.203 1.388 6.013
H -5.563 1.244 6.669
C 7.776 -2.663 -5.599
O 6.870 -1.834 -6.315
C 7.397 -0.528 -6.545
C 7.895 -0.378 -7.976
O 9.037 -1.193 -8.213
C 8.720 -2.374 -8.938
H 7.403 -3.687 -5.635
H 8.776 -2.642 -6.038
H 7.825 -2.343 -4.553
H 8.190 -0.296 -5.828
H 6.577 0.179 -6.384
H 8.207 0.660 -8.131
H 7.099 -0.601 -8.694
H 8.514 -2.125 -9.983
H 7.861 -2.896 -8.507
H 9.584 -3.038 -8.900
*
```

Löwdin atomic charge list, values in e, 5 entries:
1 C 0.109
2 C -0.119
3 C -0.135
4 C -0.143
5 C -0.178

=====

This record from the OMol25 dataset describes an isolated molecule of C6H12O. The level of theory is the ωB97M-V functional and the def2-TZVPD basis.

Its gap between HOMO and LUMO is 10.7 eV. As for the molecular weight: 100.16 g/mol. The calculation puts the max |F| at 0.3 eV/Å. The calculation puts the energy relative to the best compared isomer or geometry (same formula, charge and spin) at 98.2 kJ/mol. The SMILES is C[C@H](O)C1(C)CC1.

ORCA input file:
```
! wB97M-V def2-TZVPD RIJCOSX def2/J DEFGRID3
* xyz 0 1
C -1.695 -0.399 0.953
C -0.243 -0.801 0.669
O 0.549 -0.679 1.843
C 0.373 0.080 -0.411
C -0.141 -0.207 -1.806
C 0.680 1.501 -0.029
C 1.800 0.521 -0.269
H -2.002 -0.748 1.945
H -2.391 -0.825 0.223
H -1.803 0.691 0.932
H -0.215 -1.846 0.315
H 0.220 -1.322 2.482
H -1.235 -0.161 -1.858
H 0.256 0.520 -2.524
H 0.170 -1.207 -2.138
H 0.501 1.784 1.006
H 0.493 2.285 -0.759
H 2.349 0.181 0.604
H 2.388 0.620 -1.179
*
```

natural (NBO) atomic charge list, values in e, 5 entries:
1 C -0.636
2 C 0.114
3 O -0.726
4 C -0.082
5 C -0.596

=====

This record from the OMol25 dataset describes a cluster of 3 separate species, C10H26B3BrCl4N4O3 in total in a non-equilibrium geometry. The level of theory is the ωB97M-V functional and the def2-TZVPD basis.

Its gap between HOMO and LUMO is 9.4 eV. As for the molecular weight: 504.49 g/mol. The calculation puts the max |F| at 1.3 eV/Å. The SMILES is CC[C@H](Br)B1OB(CN)OB(CC(N)(N)N)O1.ClCCCl.ClCCCl.

ORCA input file:
```
! wB97M-V def2-TZVPD RIJCOSX def2/J DEFGRID3
* xyz 0 1
C -3.000 5.075 -2.132
C -1.963 4.456 -1.201
C -1.718 5.185 0.118
Br -1.773 7.129 -0.023
B -0.281 4.869 0.703
O -0.069 4.724 2.066
B 0.872 3.773 2.404
C 0.740 2.974 3.767
N -0.171 1.820 3.612
O 1.914 3.448 1.550
B 1.566 3.630 0.207
C 2.022 2.550 -0.816
C 1.142 1.317 -0.621
N 1.847 0.336 0.191
N -0.136 1.773 0.057
N 0.829 0.712 -1.903
O 0.835 4.759 -0.091
H -2.921 4.570 -3.092
H -4.016 4.910 -1.801
H -2.818 6.119 -2.334
H -2.338 3.477 -0.929
H -1.050 4.292 -1.760
H -2.419 4.842 0.866
H 0.375 3.636 4.547
H 1.716 2.600 4.048
H 0.233 1.095 3.037
H -1.078 2.105 3.264
H 3.039 2.228 -0.622
H 1.940 2.864 -1.850
H 1.189 -0.354 0.544
H 2.237 0.836 0.987
H -0.914 1.273 -0.359
H -0.097 1.517 1.038
H 0.243 1.348 -2.435
H 0.285 -0.130 -1.727
Cl 1.489 -5.272 -0.698
C 0.685 -4.458 0.668
C -0.585 -3.767 0.244
Cl -0.259 -2.367 -0.815
H 1.395 -3.760 1.104
H 0.453 -5.224 1.405
H -1.109 -3.390 1.120
H -1.246 -4.443 -0.291
Cl -1.505 -8.515 -0.761
C 0.088 -8.426 -1.560
C 0.746 -9.776 -1.674
Cl 1.233 -10.422 -0.086
H 0.698 -7.728 -0.995
H -0.080 -8.014 -2.554
H 1.650 -9.690 -2.274
H 0.087 -10.503 -2.142
*
```

natural (NBO) atomic charge list, values in e, 5 entries:
1 C -0.609
2 C -0.407
3 C -0.592
4 Br 0.012
5 B 1.215

=====

This record from the OMol25 dataset describes a structure of composition C15H32N2O5P2Yb in a non-equilibrium geometry. The level of theory is the ωB97M-V functional and the def2-TZVPD basis.

Its gap between HOMO and LUMO (alpha / beta) is 3.6 / 3.6 eV. As for the molecular weight: 555.42 g/mol. The calculation puts the max |F| at 3.8 eV/Å. The calculation puts the energy relative to the best compared isomer or geometry (same formula, charge and spin) at 212.1 kJ/mol.

ORCA input file:
```
! wB97M-V def2-TZVPD RIJCOSX def2/J DEFGRID3
* xyz 1 2
O -0.601 4.073 -0.029
H 0.262 4.450 0.252
Yb 0.441 0.093 -0.928
N -0.462 -0.234 -3.010
N 1.731 -1.247 -2.227
O -1.781 0.161 -3.343
O 2.710 -2.122 -1.638
C 0.070 -1.125 -3.866
C 1.325 -1.697 -3.425
C -0.656 -1.698 -5.045
C 1.996 -2.819 -4.142
H -1.520 -1.076 -5.325
H -1.006 -2.715 -4.773
H 0.017 -1.809 -5.914
H 2.644 -3.345 -3.430
H 2.604 -2.443 -4.982
H 1.262 -3.525 -4.564
H -1.854 1.064 -2.938
H 3.282 -1.552 -1.093
O -0.370 -2.203 -0.286
H -1.243 -2.333 0.137
H -0.128 -3.064 -0.693
C 1.832 1.872 -1.618
H 1.396 2.857 -1.413
H 1.934 1.745 -2.717
H 2.831 1.815 -1.140
O -1.672 2.551 -2.143
H -1.486 3.243 -1.452
H -1.341 2.948 -2.965
C 2.481 0.882 2.942
P 1.260 -0.044 1.953
C 1.931 -1.724 2.053
C -0.120 -0.187 3.166
C 0.059 -0.702 4.448
C -1.038 -0.787 5.313
C -2.307 -0.378 4.886
C -2.501 0.112 3.600
C -1.412 0.218 2.739
P -1.575 0.686 1.016
C -3.287 1.220 0.835
C -0.737 2.389 0.938
H 3.439 0.907 2.399
H 2.612 0.376 3.910
H 2.139 1.915 3.112
H 2.003 -2.022 3.109
H 1.272 -2.424 1.517
H 2.932 -1.733 1.596
H 1.044 -1.035 4.788
H -0.890 -1.168 6.326
H -3.153 -0.431 5.565
H -3.491 0.415 3.278
H -3.519 1.941 1.631
H -3.456 1.687 -0.152
H -3.949 0.342 0.925
H -1.586 2.836 1.436
H 0.184 2.520 1.511
H -0.550 2.322 -0.130
*
```

natural (NBO) atomic charge list, values in e, 5 entries:
1 O -1.168
2 H 0.442
3 Yb 1.699
4 N -0.216
5 N -0.245

=====

This record from the OMol25 dataset describes a cluster of 3 separate species, C2H12NO2 in total in a non-equilibrium geometry. The level of theory is the ωB97M-V functional and the def2-TZVPD basis.

Its gap between HOMO and LUMO is 12.0 eV. As for the molecular weight: 82.12 g/mol. The calculation puts the max |F| at 3.4 eV/Å. The calculation puts the energy relative to the best compared isomer or geometry (same formula, charge and spin) at 162.8 kJ/mol.

ORCA input file:
```
! wB97M-V def2-TZVPD RIJCOSX def2/J DEFGRID3
* xyz 1 1
C 0.673 -1.010 1.556
N 0.718 -1.128 0.036
C 0.493 -2.554 -0.399
H 1.107 -0.020 1.702
H 1.279 -1.870 2.013
H -0.383 -1.053 2.052
H 0.009 -0.495 -0.336
H 1.615 -0.852 -0.279
H -0.153 -2.916 -1.371
H 1.519 -2.936 -0.380
H -0.153 -2.918 0.338
H -2.846 2.756 0.450
H -2.778 2.461 -0.975
O -2.225 2.561 -0.201
H -0.101 2.026 -0.668
H 1.437 2.083 -0.709
O 0.654 1.565 -0.927
*
```

natural (NBO) atomic charge list, values in e, 5 entries:
1 C -0.439
2 N -0.492
3 C -0.440
4 H 0.240
5 H 0.244